Here is one molecule with the formula C24H32N2O5 from the OMol25 dataset. Energies are from wB97M-V/def2-TZVPD.

For the HOMO-LUMO gap, the calculation gives 8.8 eV. The structure (SMILES) is CCOCCCN(C(=O)c1ccco1)[C@@H](C(=O)NC1CCCC1)c1ccc(OC)cc1. As for the energy above the lowest of the compared OMol25 structures with the same formula, charge and spin: 31.62 kcal per mole. For the maximum force, the calculation gives 1.38 eV Å⁻¹. The LUMO energy is 0.6611 eV. The calculation puts the highest occupied orbital energy at -8.157 eV.

```
! wB97M-V def2-TZVPD RIJCOSX def2/J DEFGRID3
* xyz 0 1
C -3.7528 -0.6709 0.6757
C -3.4348 -1.5234 -0.5394
O -2.2331 -1.0692 -1.1255
C -1.8259 -1.8600 -2.2182
C -0.4376 -1.4366 -2.6854
H -0.4545 -0.3677 -2.9043
H -0.2119 -1.9744 -3.6073
C 0.6598 -1.7400 -1.6544
N 0.6172 -0.8353 -0.5284
C 0.0751 -1.0730 0.6875
O 0.0378 -0.2051 1.5505
C -0.4970 -2.3894 1.0365
C -1.1012 -2.6650 2.2396
C -1.5048 -4.0148 2.1911
C -1.1186 -4.4722 0.9686
O -0.5117 -3.5037 0.2654
H -1.2114 -5.4313 0.4969
H -2.0097 -4.5677 2.9560
H -1.2227 -1.9735 3.0473
C 1.2813 0.4480 -0.7617
C 2.7216 0.3901 -0.3130
C 3.0483 0.3792 1.0399
C 4.3642 0.3060 1.4386
C 5.3926 0.2448 0.4966
C 5.0722 0.2599 -0.8549
C 3.7447 0.3331 -1.2451
H 3.5157 0.3568 -2.3025
H 5.8391 0.2215 -1.6128
O 6.6584 0.1725 0.9988
C 7.7377 0.1536 0.0985
H 7.7104 -0.7315 -0.5463
H 7.7594 1.0548 -0.5231
H 8.6355 0.1206 0.7140
H 4.6292 0.3031 2.4840
H 2.2615 0.4414 1.7736
C 0.5536 1.6715 -0.1656
O 1.1687 2.6089 0.2906
N -0.7748 1.6892 -0.4057
H -1.2592 0.8198 -0.5889
C -1.5728 2.8023 0.0539
H -0.9371 3.6877 -0.0479
C -2.0329 2.6914 1.5132
C -3.2323 3.6287 1.5627
C -3.9613 3.3642 0.2413
H -4.6756 2.5496 0.3708
H -4.5191 4.2384 -0.0923
C -2.8657 2.9657 -0.7630
H -2.7412 3.7213 -1.5375
H -3.1099 2.0249 -1.2581
H -2.8869 4.6628 1.5971
H -3.8704 3.4514 2.4274
H -2.3287 1.6649 1.7277
H -1.2385 2.9676 2.2021
H 1.2620 0.6231 -1.8446
H 1.6405 -1.6329 -2.1295
H 0.5683 -2.7691 -1.3156
H -2.5483 -1.7489 -3.0439
H -1.8133 -2.9213 -1.9259
H -3.3234 -2.5788 -0.2434
H -4.2504 -1.4684 -1.2785
H -3.9569 0.3515 0.3737
H -4.6237 -1.0712 1.1875
H -2.9049 -0.6747 1.3554
*
```

natural (NBO) population analysis, charges in e, atoms 1 to 8:
1. C -0.630
2. C -0.054
3. O -0.575
4. C -0.056
5. C -0.428
6. H 0.211
7. H 0.217
8. C -0.222



Here is C24H32N3O10P2W as an isolated structure from the OMol25 dataset. Energies are from wB97M-V/def2-TZVPD.

For the HOMO-LUMO gap (alpha / beta), the calculation gives 7.0 / 7.0 eV. As for the energy above the lowest of the compared OMol25 structures with the same formula, charge and spin: 2.28 kcal per mole. For the maximum force, the calculation gives 0.89 eV Å⁻¹. The LUMO energy (alpha / beta) is -3.1147 / -3.1142 eV. The calculation puts the highest occupied orbital energy (alpha / beta) at -10.113 / -10.112 eV.

```
! wB97M-V def2-TZVPD RIJCOSX def2/J DEFGRID3
* xyz 1 1
W 0.2221 -0.1904 0.1758
C -2.5556 -1.4479 1.4649
N -1.3994 -1.9684 0.6716
C -2.0516 -2.6127 -0.5162
C -1.2028 -2.9630 -1.7312
C -0.8262 -1.7554 -2.5817
N -0.7570 -0.5135 -1.7918
C -1.1588 0.5375 -2.4183
C -1.5376 1.7707 -1.8121
C -1.8886 2.8649 -2.6220
C -2.6020 3.9169 -2.1087
C -3.0674 3.8326 -0.7918
C -2.7578 2.7575 0.0119
C -1.9088 1.7435 -0.4530
O -1.5613 0.7418 0.3418
C -0.7988 -2.9971 1.5659
C 0.1961 -3.9262 0.9202
C 1.4467 -3.2638 0.3771
N 1.2995 -2.0663 -0.5011
C 2.1285 -2.0991 -1.5060
C 2.4853 -1.0780 -2.4222
C 3.2952 -1.4175 -3.5334
C 3.7436 -0.4579 -4.3952
C 3.4212 0.8900 -4.1450
C 2.6606 1.2548 -3.0642
C 2.1612 0.2718 -2.1864
O 1.4295 0.6473 -1.1820
H -3.2224 -2.2855 1.6849
H -3.0923 -0.6965 0.9021
H -2.2056 -1.0178 2.3956
H -2.8366 -1.9281 -0.8410
H -2.5546 -3.5135 -0.1491
H -1.8048 -3.6337 -2.3480
H -0.3204 -3.5264 -1.4637
H -1.5918 -1.6115 -3.3444
H 0.1187 -1.9245 -3.0979
H -1.3739 0.4444 -3.4842
H -1.6016 2.8528 -3.6673
H -2.8539 4.7688 -2.7239
H -3.6972 4.6202 -0.3980
H -3.1699 2.6796 1.0071
H -1.6140 -3.6046 1.9732
H -0.3423 -2.4626 2.3980
H -0.2873 -4.5574 0.1776
H 0.5360 -4.6119 1.7002
H 2.0155 -4.0168 -0.1702
H 2.0681 -2.9718 1.2238
H 2.6547 -3.0395 -1.6719
H 3.5518 -2.4593 -3.6899
H 4.3519 -0.7226 -5.2481
H 3.7884 1.6564 -4.8157
H 2.4184 2.2888 -2.8581
C -1.1342 3.0750 3.0955
C 0.2205 2.4556 3.3443
O 0.7663 3.0379 4.5200
P 0.1276 0.6495 3.6257
O -1.0171 0.2880 4.6441
O 1.4642 0.2764 4.3720
O -0.0751 -0.1716 2.3833
P 1.3772 2.5214 1.9146
O 1.5615 4.0458 1.5138
O 2.6249 1.8964 2.4519
O 0.6271 1.8683 0.7743
H -1.8278 2.8467 3.9053
H -1.5341 2.7101 2.1582
H -1.0107 4.1559 3.0350
H 1.7137 2.8472 4.5617
H -0.8712 0.6064 5.5462
H 2.2212 0.6778 3.8790
H 2.3793 4.4180 1.8673
O 2.9578 -0.8664 1.8876
C 2.0782 -0.5376 1.2624
*
```

Löwdin population analysis, charges in e, atoms 1 to 8:
1. W 1.747
2. C -0.072
3. N -0.245
4. C -0.162
5. C -0.151
6. C -0.167
7. N -0.073
8. C -0.058



Here is an isolated ion of composition C24H32N3O2 and charge +1 from the OMol25 dataset. Energies are from wB97M-V/def2-TZVPD.

For the HOMO-LUMO gap, the calculation gives 9.0 eV. The structure (SMILES) is COc1cccc(C(=O)N2CCN([C@H]3CC[N@H+](Cc4ccccc4)CC3)CC2)c1. As for the energy above the lowest of the compared OMol25 structures with the same formula, charge and spin: 0.00 kcal per mole. For the maximum force, the calculation gives 0.80 eV Å⁻¹. The LUMO energy is -2.1530 eV. The calculation puts the highest occupied orbital energy at -11.197 eV.

```
! wB97M-V def2-TZVPD RIJCOSX def2/J DEFGRID3
* xyz 1 1
C 4.6506 -1.7487 1.7396
H 5.4658 -2.0879 2.3757
H 3.7747 -2.3845 1.9087
H 4.4076 -0.7106 1.9880
O 5.1256 -1.8646 0.4200
C 4.3357 -1.4691 -0.6033
C 4.8992 -1.5612 -1.8808
C 4.1844 -1.1692 -2.9926
C 2.8874 -0.6992 -2.8659
C 2.3101 -0.6217 -1.6025
C 3.0381 -0.9900 -0.4715
H 2.5700 -0.8919 0.4959
C 0.9571 -0.0610 -1.4207
O 0.6944 0.6630 -0.4536
N 0.0488 -0.3245 -2.3993
C -0.1108 -1.7020 -2.8246
H -0.7010 -1.7079 -3.7420
C -0.8391 -2.4497 -1.6772
N -1.4462 -1.4550 -0.8047
C -2.2557 -0.5780 -1.6299
H -2.9527 0.0189 -1.0521
C -1.2392 0.3440 -2.3427
H -1.5552 0.5656 -3.3642
H -1.1109 1.2833 -1.8029
H -2.8404 -1.1487 -2.3672
C -1.9119 -1.9783 0.4690
C -0.6890 -2.1090 1.4099
H 0.1999 -2.2792 0.8045
H -0.8134 -2.9712 2.0640
C -0.4800 -0.8613 2.2737
N -0.9639 0.3491 1.5859
C -2.4368 0.3033 1.4992
H -2.7537 1.0355 0.7562
H -2.8404 0.6212 2.4645
C -2.9518 -1.1057 1.1754
H -3.8657 -1.0387 0.5867
H -3.2122 -1.6247 2.0990
C -0.4971 1.5898 2.2674
C -1.1241 2.8302 1.6862
C -2.1339 3.4992 2.3672
C -2.7031 4.6398 1.8278
C -2.2713 5.1173 0.6020
C -1.2617 4.4574 -0.0796
C -0.6866 3.3211 0.4609
H 0.1128 2.8159 -0.0591
H -0.9140 4.8349 -1.0289
H -2.7136 6.0076 0.1834
H -3.4805 5.1573 2.3677
H -2.4675 3.1407 3.3306
H -0.7392 1.5088 3.3304
H 0.5868 1.6361 2.1452
H 0.5802 -0.7372 2.4999
H -1.0203 -0.9455 3.2204
H -2.3584 -2.9775 0.3303
H -0.5186 0.3757 0.6182
H -0.1199 -3.0389 -1.1066
H -1.5919 -3.1408 -2.0898
H 0.8552 -2.1594 -3.0261
H 2.3385 -0.3651 -3.7325
H 4.6409 -1.2259 -3.9683
H 5.9078 -1.9319 -1.9649
*
```

natural (NBO) population analysis, charges in e, atoms 1 to 8:
1. C -0.255
2. H 0.215
3. H 0.170
4. H 0.177
5. O -0.496
6. C 0.391
7. C -0.241
8. C -0.187



Here is C24H32N4O2 as an isolated structure from the OMol25 dataset. Energies are from wB97M-V/def2-TZVPD.

For the HOMO-LUMO gap, the calculation gives 8.9 eV. As for the energy above the lowest of the compared OMol25 structures with the same formula, charge and spin: 434.94 kcal per mole. For the maximum force, the calculation gives 15.70 eV Å⁻¹. The LUMO energy is 0.4500 eV. The calculation puts the highest occupied orbital energy at -8.411 eV.

```
! wB97M-V def2-TZVPD RIJCOSX def2/J DEFGRID3
* xyz 0 1
C -6.5023 -1.0262 1.5627
H -6.5216 -0.1835 2.1387
H -5.7481 -1.6699 1.9266
H -7.4753 -1.5145 1.3074
C -5.9635 -0.7697 -0.0299
C -4.6694 -0.0402 0.2901
C -4.0531 0.3612 -0.7439
C -2.7292 1.0829 -0.9868
C -2.1079 1.2250 0.2592
C -2.6611 0.7424 1.5050
C -4.0178 0.4226 1.4711
H -4.5249 0.0108 2.2736
H -2.1748 0.7399 2.3457
N -0.7526 1.8414 0.4967
C 0.2692 1.6460 -0.5204
C 1.2638 2.2829 0.3379
C 0.8579 2.6042 1.4922
N -0.4752 2.3650 1.6554
H 1.4230 3.4311 2.1451
C 2.6822 2.4027 -0.2338
N 3.4916 1.4349 0.3380
C 4.7560 1.5272 0.4839
O 5.4860 2.2982 -0.3471
C 5.5680 0.5016 1.4014
H 6.4933 0.2800 0.4123
H 6.1030 1.0595 2.0551
C 4.8687 -0.9255 1.7882
N 4.3006 -1.4152 0.7448
C 2.8535 -1.7496 0.7306
O 2.1295 -1.0807 1.2617
C 2.7037 -2.7215 -0.4280
H 1.8438 -2.6211 -1.1823
C 4.0760 -2.9527 -1.0492
H 4.2240 -4.1447 -1.3972
H 4.0554 -2.4195 -1.9481
C 5.0864 -2.2931 0.0175
H 5.9272 -1.9794 -0.6397
H 5.4164 -3.2972 0.8732
H 2.3982 -3.6818 0.2029
H 3.9327 -0.2763 2.5392
H 5.6258 -1.4307 2.5472
H 2.8933 0.8277 1.2139
C 2.5683 1.9041 -1.8023
C 1.7723 0.5480 -1.9977
H 2.0853 -0.0287 -1.4288
H 2.0677 0.2662 -3.0642
C 0.4317 0.8581 -1.6617
H -0.0906 -0.1106 -1.6389
H -0.0451 1.6955 -2.5945
H 3.5563 1.8479 -2.1273
H 2.2668 2.8178 -2.4584
H 3.1888 3.3950 -0.3179
H -2.0654 1.4804 -1.8732
H -4.3757 0.3096 -1.7746
C -5.7687 -1.9039 -0.6560
H -5.1359 -2.4494 -0.1387
H -5.5745 -1.6394 -1.8422
H -6.9365 -2.3151 -0.7983
C -6.9335 0.5148 -0.4789
H -6.8730 1.3004 0.4081
H -7.8935 -0.0879 -0.6594
H -6.5969 0.7029 -1.4060
*
```

natural (NBO) population analysis, charges in e, atoms 1 to 8:
1. C -0.607
2. H 0.200
3. H 0.192
4. H 0.208
5. C 0.013
6. C -0.080
7. C -0.173
8. C -0.247